Record 1
The following is a quantum chemistry calculation of C38H36IrN3P as an isolated structure in a non-equilibrium geometry, from the Open Molecules 2025 dataset.

Last column: Mulliken charge in e.
Geometry (Å):
Ir  0.44940  0.30431  0.22138  1.125
C  2.58776  -2.67462  2.31302  -0.962
C  2.51328  -3.79598  1.49738  -0.997
C  1.84962  -3.71132  0.29051  -0.748
C  1.25672  -2.51383  -0.09498  0.334
N  1.32231  -1.43919  0.72472  0.687
C  1.97248  -1.51612  1.90011  -0.499
C  0.54405  -2.23698  -1.33204  2.076
C  0.40923  -3.12397  -2.40486  -0.573
C  -0.23126  -2.69892  -3.54988  -0.962
C  -0.72956  -1.39533  -3.62381  -0.860
C  -0.60095  -0.53008  -2.55270  -0.783
C  0.04162  -0.93624  -1.38085  -0.338
H  3.10201  -2.68744  3.26251  0.526
H  2.97653  -4.72561  1.79968  0.454
H  1.78515  -4.56346  -0.37100  0.555
H  2.00693  -0.60595  2.48226  0.613
H  0.81924  -4.12579  -2.35641  0.408
H  -0.33717  -3.36797  -4.39297  0.413
H  -1.22990  -1.06776  -4.52709  0.431
H  -1.01064  0.47283  -2.62439  0.481
N  -2.77827  -1.22544  -0.99960  -0.151
C  -3.38164  -1.61432  0.23248  -0.209
C  -4.52674  -2.41450  0.23960  -0.204
C  -5.19338  -2.70872  1.41005  -0.779
C  -4.72272  -2.17336  2.60583  -0.988
C  -3.58130  -1.39963  2.60167  -0.288
C  -2.86010  -1.13459  1.42568  0.249
P  -1.36803  -0.04158  1.64069  0.710
C  -2.27176  1.49637  1.99404  0.117
C  -2.54912  2.31147  0.89949  -0.070
C  -3.28030  3.47784  1.06147  -0.875
C  -3.73259  3.83848  2.32287  -0.563
C  -3.45971  3.02809  3.41626  -0.900
C  -2.73377  1.85708  3.25548  0.101
C  -0.73235  -0.72007  3.21633  -0.026
C  -0.07981  0.08660  4.14674  -0.247
C  0.51327  -0.47037  5.27073  -0.736
C  0.46969  -1.84214  5.47746  -0.782
C  -0.17297  -2.65439  4.55391  -0.908
C  -0.76633  -2.09889  3.43098  -0.541
H  -3.40613  -0.64223  -1.53989  0.249
H  -2.52689  -2.01964  -1.57598  0.249
H  -4.89783  -2.77781  -0.71114  0.499
H  -6.08369  -3.32271  1.39262  0.423
H  -5.24065  -2.36053  3.53655  0.464
H  -3.23618  -1.00481  3.54767  0.298
H  -2.18485  2.03808  -0.08678  0.256
H  -3.49275  4.10514  0.20614  0.463
H  -4.29680  4.75209  2.45428  0.418
H  -3.81083  3.30855  4.40040  0.451
H  -2.52101  1.23931  4.11849  0.333
H  -0.02500  1.15518  4.00353  0.331
H  1.00642  0.17459  5.98620  0.522
H  0.92855  -2.27456  6.35692  0.416
H  -0.21690  -3.72530  4.70421  0.465
H  -1.25743  -2.75047  2.71916  0.508
C  2.01316  2.00105  -1.64751  -1.063
N  2.29661  0.80345  -0.81804  0.302
C  2.95024  -0.18731  -1.69957  -1.190
C  3.25930  1.14118  0.26096  -1.578
C  2.60671  2.04225  1.26365  1.131
C  3.37716  2.95402  1.97003  -0.792
C  2.77469  3.82686  2.86548  -0.875
C  1.39745  3.79566  3.00166  -0.741
C  0.64237  2.87219  2.28747  -0.457
C  1.20988  1.93407  1.42198  0.713
H  2.93760  2.34985  -2.11633  0.367
H  1.59865  2.79657  -1.03500  0.377
H  1.30525  1.72237  -2.42611  0.305
H  3.88656  0.24024  -2.06841  0.529
H  2.30903  -0.42853  -2.53916  0.264
H  3.17721  -1.09375  -1.14135  0.352
H  4.15454  1.59044  -0.18120  0.598
H  3.56216  0.19155  0.71173  0.336
H  4.44896  2.99292  1.81068  0.479
H  3.37055  4.53897  3.42057  0.388
H  0.89940  4.49898  3.65752  0.495
H  -0.43201  2.92342  2.40498  0.422

Results
Gap between HOMO and LUMO in eV: 7.60
Maximum force in eV/A: 1.0
M in Da: 757.9
Electronic energy in eV: -56583.8494
Charge: +1



Record 2
The following is a quantum chemistry calculation of C38H36N2O6ReTe as an isolated structure, from the Open Molecules 2025 dataset.

Last column: Mulliken charge in e.
Geometry (Å):
Re  -0.19087  -0.06835  0.08719  0.366
C  4.36884  -1.77992  4.40230  -1.823
C  3.85149  -0.50768  3.77669  1.167
C  4.50869  0.72721  4.36007  -1.562
O  4.05616  -0.57231  2.37999  -0.280
C  2.96921  0.09175  1.75621  -0.070
C  1.79466  -0.19054  2.71377  -2.574
O  2.43054  -0.43394  3.95261  -0.357
C  0.72414  0.91074  2.85536  3.010
O  -0.09797  0.89674  1.67536  0.732
C  1.36709  2.28471  3.01548  -0.312
C  1.79811  2.70160  4.27174  -0.039
C  2.41034  3.93701  4.43204  -0.917
C  2.59202  4.77521  3.33998  -0.634
C  2.16843  4.36338  2.08299  -1.282
C  1.56236  3.12305  1.92302  0.162
C  -0.26543  0.62621  3.99278  -0.321
C  -1.21612  1.60965  4.27092  -0.466
C  -2.17835  1.40975  5.24552  -0.895
C  -2.21107  0.21388  5.95524  -0.525
C  -1.29194  -0.77943  5.66186  -0.964
C  -0.32690  -0.57981  4.67835  -0.391
C  2.86206  -0.35458  0.28455  2.344
O  1.72930  0.29647  -0.29040  -0.484
C  2.71593  -1.86103  0.03795  -0.062
C  2.60264  -2.83534  1.01867  0.329
C  2.36473  -4.16538  0.67325  -1.064
C  2.24615  -4.53871  -0.65287  -0.503
C  2.38747  -3.57557  -1.64757  -1.113
C  2.62116  -2.25746  -1.30030  -0.457
C  4.12256  0.17028  -0.41031  -0.484
C  4.11122  1.43151  -0.99722  -0.350
C  5.26533  1.95186  -1.57239  -0.922
C  6.44253  1.21624  -1.55791  -0.612
C  6.45777  -0.04271  -0.97066  -0.991
C  5.30435  -0.56406  -0.40174  -0.333
H  5.39922  -1.94196  4.08339  0.370
H  3.76150  -2.62871  4.08801  0.371
H  4.33530  -1.70309  5.49016  0.423
H  5.59302  0.60661  4.34263  0.460
H  4.17526  0.87092  5.38949  0.344
H  4.23999  1.61248  3.78039  0.236
H  3.15212  1.16760  1.71968  1.182
H  1.24885  -1.08571  2.38643  1.806
H  1.64979  2.05423  5.12748  0.560
H  2.74004  4.24949  5.41661  0.445
H  3.06606  5.74087  3.46604  0.430
H  2.30869  5.00973  1.22338  0.506
H  1.25541  2.79526  0.93999  0.332
H  -1.20154  2.53707  3.70774  0.467
H  -2.90545  2.18632  5.44924  0.438
H  -2.95228  0.05957  6.72962  0.409
H  -1.32137  -1.72115  6.19623  0.430
H  0.38028  -1.37240  4.47101  0.382
H  2.71019  -2.58221  2.06243  0.011
H  2.26300  -4.90761  1.45536  0.474
H  2.04552  -5.57006  -0.91638  0.396
H  2.30707  -3.85706  -2.69092  0.420
H  2.75635  -1.50753  -2.07496  0.672
H  3.18943  2.00016  -1.00230  0.298
H  5.24451  2.93326  -2.03180  0.446
H  7.34395  1.62087  -2.00194  0.400
H  7.37299  -0.62252  -0.95731  0.431
H  5.32152  -1.54638  0.05544  0.485
N  -0.09908  -0.21112  -2.16794  -0.507
N  -0.80750  -1.35870  -2.55653  -0.259
C  -0.82826  -2.39037  -1.61769  0.508
O  -1.06625  -3.52085  -1.94035  -0.621
O  -0.59838  -1.95397  -0.38609  -0.597
H  -0.51371  0.60746  -2.59587  0.360
H  0.88861  -0.26849  -2.39788  0.251
H  -0.71069  -1.65359  -3.51434  0.287
Te  -2.82591  0.38783  -0.01895  -0.106
C  -2.89910  2.47986  0.29019  0.002
C  -1.76789  3.29228  0.24773  0.295
C  -1.86498  4.65465  0.50030  -0.591
C  -3.09828  5.22528  0.78319  -0.510
C  -4.23241  4.42538  0.80579  -0.570
C  -4.13522  3.06066  0.56258  -0.553
H  -0.80283  2.86431  0.01807  0.163
H  -0.97064  5.26803  0.48479  0.391
H  -3.17502  6.28639  0.98430  0.390
H  -5.20075  4.86046  1.02356  0.374
H  -5.02782  2.44433  0.59062  0.345

Results
Spin multiplicity: 4
Gap between HOMO and LUMO (spin up / spin down) in eV: 7.28 / 6.41
Maximum force in eV/A: 1.0
M in Da: 930.5
Electronic energy in eV: -64678.9216